Molecular formula: C32H95N15O24
Method: DFT, ωB97M-V/def2-TZVPD

Positions of all 166 atoms, in Å:
C (-21.5736, -21.8972, -9.4962)
C (-21.0545, -20.8566, -10.5443)
C (-22.0301, -20.9361, -11.7169)
C (-23.2695, -20.0345, -11.6300)
C (-23.0178, -18.6295, -11.0740)
C (-22.2011, -18.7299, -9.7373)
N (-20.9778, -19.4920, -9.9987)
O (-20.1570, -19.4578, -8.8577)
C (-21.7968, -17.2561, -9.3845)
C (-23.1317, -19.2163, -8.6290)
C (-19.7002, -21.2884, -11.0734)
H (-22.6573, -21.9934, -9.5777)
H (-21.2291, -21.8101, -8.4636)
H (-21.2207, -22.9166, -9.6951)
H (-21.5549, -20.7805, -12.6913)
H (-22.3269, -21.9861, -11.7944)
H (-23.9685, -20.4919, -10.9152)
H (-23.8823, -19.9639, -12.5316)
H (-23.9531, -18.1426, -10.7805)
H (-22.5683, -17.9158, -11.7657)
H (-21.4836, -17.2585, -8.3386)
H (-20.9327, -16.9272, -9.9590)
H (-22.6736, -16.6208, -9.5029)
H (-23.6108, -20.1863, -8.7192)
H (-22.5865, -19.2379, -7.6768)
H (-23.8437, -18.4186, -8.4003)
H (-19.2616, -20.4364, -11.6030)
H (-19.6347, -22.1061, -11.7903)
H (-19.0520, -21.5648, -10.2396)
H (-19.2572, -19.2451, -9.1477)
C (-18.1873, -17.3756, -6.8098)
C (-17.5450, -16.8086, -8.0309)
O (-16.4016, -17.4925, -8.5028)
O (-17.3694, -17.4020, -5.6529)
H (-18.7576, -18.3059, -6.9534)
H (-18.9652, -16.6361, -6.5422)
H (-17.3264, -15.7498, -7.8550)
H (-18.3387, -16.7052, -8.7843)
H (-16.6426, -17.8977, -9.3496)
H (-18.0011, -17.6729, -4.9599)
C (-20.3179, -24.7132, -14.5401)
C (-19.5855, -25.5305, -13.5040)
O (-19.7335, -24.9851, -12.1998)
O (-21.7249, -25.0862, -14.5144)
H (-19.9440, -24.8850, -15.5485)
H (-20.2428, -23.6434, -14.3365)
H (-18.5232, -25.4734, -13.7456)
H (-19.9836, -26.5420, -13.5412)
H (-19.0089, -24.3857, -11.9923)
H (-22.1629, -24.3788, -14.0340)
C (-26.1491, -17.6077, -6.7552)
C (-27.5555, -17.1590, -6.3861)
O (-27.5154, -15.8762, -5.7683)
O (-25.6118, -18.4261, -5.7051)
H (-25.5787, -16.8202, -7.2560)
H (-26.2219, -18.3160, -7.5907)
H (-28.0370, -17.8239, -5.6625)
H (-28.1804, -17.0637, -7.2749)
H (-26.9541, -15.8617, -4.9897)
H (-25.6702, -18.0038, -4.8430)
C (-23.8517, -24.6198, -10.7783)
C (-23.4387, -25.7331, -11.7320)
O (-23.8724, -27.0428, -11.3917)
O (-23.3312, -24.8074, -9.4762)
H (-24.9482, -24.6371, -10.8404)
H (-23.5966, -23.6475, -11.2155)
H (-22.3504, -25.7743, -11.8045)
H (-23.8841, -25.5411, -12.7179)
H (-23.2269, -27.6562, -11.7470)
H (-23.9769, -24.3767, -8.8874)
C (-25.3161, -14.8285, -10.8907)
C (-26.1666, -14.7430, -9.6302)
O (-25.3662, -14.6387, -8.4570)
O (-24.2803, -13.8676, -11.0087)
H (-25.9251, -14.7923, -11.7901)
H (-24.8503, -15.8221, -10.8471)
H (-26.9028, -15.5409, -9.5140)
H (-26.7269, -13.8034, -9.7082)
H (-25.8302, -14.1834, -7.7527)
H (-23.6352, -14.0592, -10.3167)
C (-17.1099, -22.5102, -8.2355)
C (-16.8977, -21.0226, -8.6063)
O (-15.6595, -20.4742, -8.1884)
O (-16.3776, -23.3845, -9.0549)
H (-18.1569, -22.7625, -8.4210)
H (-16.9586, -22.6138, -7.1555)
H (-17.7310, -20.4746, -8.1608)
H (-16.9596, -20.9579, -9.6971)
H (-15.0893, -20.7289, -8.9215)
H (-15.4326, -23.2064, -9.0318)
C (-21.4338, -15.0987, -12.6448)
C (-20.2288, -14.3061, -12.1033)
O (-19.2383, -14.0479, -13.0492)
O (-22.4139, -14.1797, -13.1211)
H (-21.9153, -15.6524, -11.8303)
H (-21.1617, -15.8197, -13.4156)
H (-19.8849, -14.8950, -11.2333)
H (-20.5308, -13.3714, -11.6298)
H (-19.0721, -14.7965, -13.6225)
H (-22.8672, -13.7796, -12.3679)
C (-15.8573, -21.2077, -13.3721)
C (-16.4873, -22.3530, -12.5722)
O (-17.5346, -22.9530, -13.3170)
O (-15.0779, -21.8513, -14.3758)
H (-15.1706, -20.5769, -12.7982)
H (-16.6776, -20.5899, -13.7567)
H (-16.7398, -22.0781, -11.5505)
H (-15.6781, -23.0836, -12.4590)
H (-17.0876, -23.2913, -14.1031)
H (-14.4897, -21.1954, -14.7596)
C (-24.7872, -22.0217, -7.2809)
O (-24.9455, -22.9813, -8.0482)
N (-25.6768, -21.0088, -7.0469)
N (-23.7778, -21.9470, -6.3715)
H (-25.4568, -20.2733, -6.3953)
H (-26.5532, -20.9673, -7.5330)
H (-23.0087, -22.5901, -6.3227)
H (-23.8174, -21.2503, -5.6558)
C (-20.6174, -27.3070, -9.0014)
O (-19.5109, -27.8753, -8.9343)
N (-20.8169, -26.3155, -9.8936)
N (-21.6730, -27.7318, -8.2655)
H (-20.0659, -25.9306, -10.4405)
H (-21.6424, -25.7228, -9.8019)
H (-22.4466, -27.0941, -8.1701)
H (-21.5917, -28.5626, -7.7171)
C (-20.4492, -18.4540, -3.7144)
O (-19.5333, -17.7155, -4.0599)
N (-21.1968, -19.1695, -4.6028)
N (-20.8204, -18.6725, -2.4196)
H (-21.1411, -18.9718, -5.5880)
H (-21.7941, -19.9259, -4.3378)
H (-20.4457, -18.0714, -1.7070)
H (-21.5649, -19.2956, -2.1875)
C (-26.9709, -19.0189, -12.8460)
O (-26.1876, -18.1869, -13.3055)
N (-26.6781, -19.8461, -11.8072)
N (-28.3061, -19.0419, -13.1767)
H (-27.2056, -20.6642, -11.5698)
H (-25.7239, -19.8149, -11.4697)
H (-28.9574, -19.5363, -12.6028)
H (-28.6013, -18.2512, -13.7257)
C (-18.0259, -17.5758, -12.1004)
O (-17.3723, -17.9103, -11.1080)
N (-19.3585, -17.7777, -12.2461)
N (-17.4225, -16.9378, -13.1576)
H (-19.9696, -18.0446, -11.4852)
H (-19.7094, -17.3932, -13.1045)
H (-16.4449, -17.1534, -13.2676)
H (-17.9413, -16.9027, -14.0204)
C (-23.2321, -17.5274, -15.0431)
O (-22.2019, -17.1464, -15.5969)
N (-23.9143, -16.8526, -14.0784)
N (-23.7940, -18.7323, -15.3548)
H (-24.8194, -17.1683, -13.7541)
H (-23.6369, -15.8915, -13.9259)
H (-24.6069, -19.0767, -14.8799)
H (-23.1050, -19.3609, -15.7453)
C (-22.9380, -21.9719, -15.2608)
O (-21.9457, -21.2573, -15.1700)
N (-23.4255, -22.6412, -14.1770)
N (-23.6459, -22.2385, -16.3936)
H (-23.0395, -22.3760, -13.2826)
H (-24.3746, -22.9662, -14.1454)
H (-23.2266, -21.9029, -17.2459)
H (-24.4839, -22.7771, -16.4485)

Computed properties:
total energy	-106217.8059	eV
2S+1	1
HOMO level	-8.7	eV

Here are the Mulliken charges for atoms 1 to 99, given in e: -0.959, 3.875, -1.692, -0.526, 0.012, 2.720, 0.912, -0.054, -1.167, -0.583, -2.193, -0.362, 0.242, 0.120, 0.621, -0.532, -0.025, 0.605, -0.309, -0.105, 0.339, -0.451, 0.086, 0.021, -0.556, 0.134, 0.184, -0.284, 0.075, -0.025, 0.444, 0.064, -0.563, -0.647, -0.333, 0.225, 0.407, -0.216, 0.507, 0.422, -0.148, -0.672, -0.436, -0.542, 0.388, 0.133, 0.454, 0.364, 0.163, 0.136, 0.351, -0.699, -0.519, -0.541, 0.114, -0.038, 0.370, 0.304, 0.321, 0.292, 0.680, -0.200, -0.634, -0.672, 0.509, -0.537, -0.138, 0.359, 0.377, 0.430, -0.059, -0.397, -0.545, -0.652, 0.475, -0.212, 0.246, 0.440, 0.277, 0.381, -0.518, 0.542, -0.571, -0.514, 0.145, 0.385, -0.280, 0.104, 0.423, 0.335, 0.502, -0.367, -0.560, -0.661, 0.001, -0.042, 0.033, 0.370, 0.322